The following is a DFT calculation (the ωB97M-V functional and the def2-TZVPD basis) of C5H3F5O as an isolated structure.

ORCA input file:
```
! RIJCOSX wB97M-V def2-TZVPD def2/J DEFGRID3
* xyz 0 1
C -0.27 0.40 -0.43
C 0.91 0.91 -0.23
C 0.69 -1.28 -0.36
C 1.84 -0.25 -0.11
C -2.28 0.58 0.57
O -1.55 0.71 -0.64
F 1.30 2.18 -0.21
F 0.48 -2.14 0.61
F 0.78 -1.88 -1.52
F 2.76 -0.19 -1.14
F 2.64 -0.46 0.97
H -3.33 0.83 0.28
H -1.69 1.07 1.35
H -2.28 -0.48 0.85
*
```

DFT total energy in Ha: -766.7737
HOMO-LUMO gap in hartree: 0.3963
LUMO level in eV: 0.597

natural (NBO) population analysis, charges in e, atoms 1 to 8: 0.243, 0.229, 0.656, 0.556, -0.257, -0.484, -0.292, -0.301